# 1
{
  "formula": "C4H10F2KNO6S2",
  "method": "wB97M-V/def2-TZVPD",
  "spin_multiplicity": 1,
  "e_above_lowest_kcal_mol": 14.6,
  "e_homo_ev": -9.807,
  "species": ["K", "N", "S", "O", "O", "F", "S", "O", "O", "F", "C", "O", "C", "C", "O", "C", "H", "H", "H", "H", "H", "H", "H", "H", "H", "H"],
  "coordinates": [[-1.253, 1.790, -0.013], [1.326, 2.665, -0.210], [2.232, 2.933, 1.050], [3.473, 3.634, 0.811], [2.266, 1.873, 2.024], [1.321, 4.087, 1.692], [2.451, 1.946, -1.239], [3.403, 1.022, -0.712], [2.841, 2.818, -2.311], [1.327, 0.999, -1.918], [-2.759, -1.183, -1.701], [-2.786, -0.800, -0.365], [-2.467, -1.762, 0.645], [-1.000, -2.055, 0.695], [-0.293, -0.850, 0.881], [1.110, -1.024, 0.998], [-3.581, -1.876, -1.948], [-1.821, -1.595, -2.088], [-3.013, -0.349, -2.368], [-3.057, -2.672, 0.515], [-2.760, -1.201, 1.534], [-0.711, -2.440, -0.300], [-0.748, -2.872, 1.377], [1.419, -1.317, 2.001], [1.574, -0.077, 0.730], [1.508, -1.692, 0.223]],
  "forces_ev_per_angstrom": [[0.236, -0.454, 0.046], [2.110, -1.323, -1.140], [1.663, 1.984, 2.926], [-1.078, -0.864, -0.325], [-0.573, 0.528, -0.565], [-0.282, -0.585, -0.015], [-1.208, 0.440, -2.450], [-0.618, 0.441, 0.406], [-0.353, -0.559, 1.109], [0.090, 0.007, 0.076], [-0.816, -0.639, -1.461], [0.216, 0.783, 0.178], [-0.195, 0.857, 0.017], [0.431, -0.323, -1.474], [-0.316, 0.007, 0.485], [0.612, 0.479, -0.838], [0.320, -0.303, 0.347], [0.096, -0.048, 0.416], [0.277, 0.360, 0.549], [-0.039, -0.036, 0.073], [-0.096, -0.534, 0.266], [0.009, -0.126, 0.126], [-0.036, 0.344, 0.481], [-0.089, -0.134, -0.012], [-0.073, 0.080, 0.496], [-0.289, -0.379, 0.283]]
}

***

# 2
{
  "formula": "C4H10F3LiO8P",
  "method": "wB97M-V/def2-TZVPD",
  "spin_multiplicity": 2,
  "total_charge": -2,
  "e_homo_ev": [-1.024, -0.574],
  "species": ["Li", "C", "O", "O", "C", "F", "F", "F", "C", "C", "H", "H", "H", "H", "H", "H", "P", "O", "O", "O", "O", "O", "H", "H", "O", "H", "H"],
  "coordinates": [[1.112, 0.544, 0.025], [-0.684, -0.041, -1.977], [-0.692, -0.504, -0.625], [0.455, 0.834, -1.982], [-0.841, -1.262, -3.106], [-0.416, -0.982, -4.322], [-0.216, -2.382, -2.658], [-2.055, -1.744, -3.322], [-1.863, -1.139, -0.123], [-2.161, -0.551, 1.295], [-2.054, 0.530, 1.383], [-3.079, -1.040, 1.620], [-1.441, -1.002, 1.978], [-1.740, -2.221, -0.069], [-2.761, -0.975, -0.719], [-1.572, 0.578, -2.110], [1.384, 2.851, 0.794], [2.191, 3.847, 1.610], [0.683, 3.527, -0.449], [0.427, 1.926, 1.530], [2.451, 1.981, 0.199], [2.350, 0.773, 3.271], [2.106, -0.080, 3.629], [1.554, 1.092, 2.845], [2.019, -1.266, 0.300], [1.879, -2.166, 0.595], [2.962, -1.129, 0.388]],
  "forces_ev_per_angstrom": [[-0.301, 0.503, -0.534], [3.156, 3.365, -0.092], [-1.143, -1.684, -0.222], [-2.844, -3.665, -1.124], [1.329, 0.352, 2.408], [1.047, 0.618, -0.673], [1.200, -0.206, 0.000], [-2.587, 0.264, 0.195], [0.010, 1.362, 1.024], [0.843, -1.802, -0.495], [-0.353, -0.090, -0.241], [-0.593, 0.666, 0.089], [0.418, 0.289, 0.100], [0.172, -0.250, 0.077], [0.143, 0.284, -0.570], [-0.746, -0.097, -0.272], [0.634, 1.828, -0.104], [-1.118, 0.929, 0.554], [0.249, 0.166, 0.895], [-1.015, -0.783, 0.861], [1.410, -2.217, -1.888], [1.048, -0.688, 0.983], [-0.091, -0.187, 0.047], [-0.969, 0.913, -1.089], [0.090, -0.240, 0.013], [-0.285, -0.080, -0.006], [0.295, 0.449, 0.063]]
}

***

# 3
{
  "formula": "C4H10FN",
  "method": "wB97M-V/def2-TZVPD",
  "spin_multiplicity": 1,
  "e_above_lowest_kcal_mol": 12.7,
  "e_homo_ev": -9.095,
  "smiles": "C[C@@H](N)CCF",
  "species": ["C", "C", "N", "C", "C", "F", "H", "H", "H", "H", "H", "H", "H", "H", "H", "H"],
  "coordinates": [[1.156, 1.057, 1.572], [0.400, 0.103, 0.665], [-0.736, -0.591, 1.301], [-0.013, 0.767, -0.610], [-0.742, -0.068, -1.567], [-0.128, -1.338, -1.487], [2.105, 1.315, 1.062], [0.664, 2.048, 1.726], [1.530, 0.593, 2.539], [1.073, -0.650, 0.360], [-1.465, -0.030, 1.679], [-0.278, -1.261, 1.912], [-0.610, 1.649, -0.338], [0.896, 1.102, -1.103], [-0.584, 0.440, -2.601], [-1.839, -0.185, -1.319]],
  "forces_ev_per_angstrom": [[1.465, 0.606, 0.405], [-1.302, 0.364, 1.035], [1.651, -0.880, -1.001], [0.302, 1.808, 0.748], [-0.881, -0.300, -1.217], [-0.525, 0.360, -1.048], [-0.295, 0.009, 0.074], [0.025, -0.912, 0.230], [-0.947, 0.516, -0.955], [0.783, -1.140, -0.040], [-0.108, 0.410, 0.687], [-1.075, 0.221, 0.436], [0.052, 0.103, -0.344], [0.166, 0.357, 0.041], [-0.558, -1.471, 1.365], [1.249, -0.051, -0.417]]
}

***

# 4
{
  "formula": "C4H10I2N",
  "method": "wB97M-V/def2-TZVPD",
  "spin_multiplicity": 1,
  "e_above_lowest_kcal_mol": 64.3,
  "total_charge": 1,
  "e_homo_ev": [-12.731, -12.728],
  "species": ["C", "C", "C", "C", "N", "I", "I", "H", "H", "H", "H", "H", "H", "H", "H", "H", "H"],
  "coordinates": [[-1.512, -2.013, -0.147], [-1.488, -0.520, -0.614], [0.718, 0.938, 1.060], [-0.064, -0.010, -0.964], [2.041, 1.368, 0.822], [-0.181, 2.002, -1.964], [1.571, -1.173, -1.614], [-2.578, -2.118, 0.188], [-0.833, -2.182, 0.621], [-1.133, -2.566, -1.051], [-1.916, 0.227, 0.123], [-2.251, -0.310, -1.568], [0.071, 1.788, 1.301], [0.380, 0.146, 1.702], [2.485, 0.560, 0.411], [2.624, 1.792, 1.645], [2.065, 2.072, 0.051]],
  "forces_ev_per_angstrom": [[-1.543, 1.940, -2.530], [-0.784, 0.995, -1.403], [-4.291, -0.131, -1.674], [-0.055, 3.009, 1.939], [2.106, 1.046, 0.704], [0.199, -1.317, 0.386], [-0.645, 0.201, 0.225], [1.109, -0.885, -0.521], [1.053, -0.268, 1.625], [-1.091, -0.118, 1.034], [0.629, -0.948, -0.523], [2.234, -0.859, 2.141], [0.069, -0.079, -0.634], [1.384, -0.639, 0.402], [1.191, -0.570, -0.071], [-1.215, -1.158, -1.561], [-0.350, -0.220, 0.461]]
}

***

Short version: total energy = -61514.9018, -38338.8039, -8517.1303, -21991.0777 eV, in the order given.